Record 1
Here is a structure of composition C16H29CuF6NO7 from OMol25. Energies are from the ωB97M-V functional and the def2-TZVPD basis.

Cartesian coordinates (Å):
Cu 0.286 0.413 -0.476
C 2.866 1.820 1.545
O 3.234 0.507 1.881
O 1.895 1.692 0.525
C 2.475 2.557 2.905
F 1.659 1.905 3.688
F 3.550 2.851 3.603
F 1.820 3.712 2.605
C 4.449 0.272 2.536
C 4.891 -1.165 2.188
H 5.075 -1.283 1.121
H 5.797 -1.413 2.743
H 4.142 -1.826 2.624
H 4.342 0.479 3.601
H 5.303 0.862 2.200
H 3.715 2.319 1.079
C -1.914 -1.857 -1.999
O -3.064 -1.200 -1.438
O -0.843 -1.000 -1.864
C -1.783 -3.300 -1.369
F -1.919 -3.294 -0.005
F -2.759 -4.114 -1.873
F -0.634 -3.958 -1.657
C -4.352 -1.432 -2.104
C -5.388 -0.616 -1.444
H -5.111 0.438 -1.481
H -6.352 -0.838 -1.901
H -5.520 -0.895 -0.399
H -4.652 -2.451 -1.861
H -4.322 -1.202 -3.169
H -2.054 -2.037 -3.065
C 1.526 3.033 -4.560
C 1.166 2.331 -3.379
N 0.902 1.658 -2.424
H 0.876 3.902 -4.660
H 1.360 2.387 -5.422
H 2.561 3.373 -4.572
C 2.147 -2.184 -0.452
O 1.420 -1.348 0.458
C 0.639 -1.977 1.492
C -0.178 -1.066 2.391
O -0.766 -0.145 1.444
C -1.658 0.828 2.067
C -2.390 1.438 0.935
O -1.559 1.729 -0.143
C -2.282 2.297 -1.225
H 2.724 -1.463 -1.030
H 1.557 -2.773 -1.155
H 2.920 -2.798 0.009
H 1.424 -2.568 1.964
H -0.073 -2.644 1.006
H 0.496 -0.508 3.041
H -0.826 -1.694 3.002
H -0.993 1.514 2.590
H -2.335 0.295 2.735
H -2.940 2.342 1.195
H -3.198 0.744 0.705
H -2.709 3.291 -1.090
H -3.079 1.669 -1.621
H -1.563 2.393 -2.039

Results
HOMO-LUMO gap (spin up / spin down)   0.326 / 0.234 Eh
Electronic energy   -3447.9909 hartree
⟨S²⟩   0.754
Highest occupied orbital energy (spin up / spin down)   -0.312 / -0.290 Eh
Multiplicity   2
Charge   0

Record 2
Here is a cluster of 2 separate species, C16H29FN4O3S3 in total from OMol25. Energies are from the ωB97M-V functional and the def2-TZVPD basis.

Cartesian coordinates (Å):
C -0.514 2.247 -2.318
C 0.631 1.795 -1.340
C 1.655 3.004 -1.379
C 0.107 1.732 0.122
C -0.243 0.310 0.703
C -1.807 0.169 0.779
C -2.445 -1.219 0.498
C -2.628 -2.149 1.752
S -1.600 -3.663 1.553
C -0.335 -3.720 2.839
S -0.664 -4.056 4.389
N 0.998 -3.495 2.416
C 1.981 -2.679 2.944
C 3.130 -2.735 2.196
N 2.851 -3.654 1.169
C 1.638 -4.087 1.321
S 0.338 0.377 2.450
O -0.260 -0.643 3.252
O 1.752 0.529 2.540
F -0.301 1.786 2.953
C 0.539 -0.859 0.035
C 0.765 -0.683 -1.505
C -0.478 -1.040 -2.361
C 1.864 -1.774 -1.862
N 1.384 0.624 -1.808
O 1.681 0.721 -3.058
H -0.093 2.470 -3.314
H -1.355 1.539 -2.360
H -0.850 3.241 -1.915
H 2.653 2.571 -1.169
H 1.468 3.715 -0.552
H 1.702 3.486 -2.367
H 0.853 2.212 0.784
H -0.786 2.383 0.178
H -2.109 0.456 1.808
H -2.312 0.906 0.125
H -1.961 -1.827 -0.279
H -3.471 -1.018 0.124
H -3.671 -2.516 1.750
H -2.494 -1.631 2.713
H 1.700 -2.102 3.829
H 4.040 -2.168 2.377
H 1.224 -4.827 0.634
H 1.567 -0.839 0.460
H 0.146 -1.865 0.245
H -0.418 -0.652 -3.391
H -1.365 -0.561 -1.890
H -0.704 -2.120 -2.363
H 1.929 -2.526 -1.061
H 2.831 -1.322 -2.123
H 1.524 -2.312 -2.769
N -2.018 5.694 -1.551
H -1.984 5.424 -0.564
H -2.426 6.629 -1.636
H -1.068 5.698 -1.935
H -2.591 5.023 -2.069

Results
HOMO-LUMO gap (spin up / spin down)   0.214 / 0.214 Eh
Electronic energy   -2365.8322 hartree
⟨S²⟩   0.754
Highest occupied orbital energy (spin up / spin down)   -0.386 / -0.386 Eh
Multiplicity   2
Charge   +1

Record 3
Here is a structure of composition C16H29IrN3O2SSi2 from OMol25. Energies are from the ωB97M-V functional and the def2-TZVPD basis.

Cartesian coordinates (Å):
Ir -0.002 0.401 -0.266
N -0.991 3.612 2.544
C -0.677 2.461 1.843
S -0.650 2.576 0.109
N -0.454 1.394 2.543
N -0.209 0.263 1.763
C -0.118 -0.832 2.425
C 0.104 -2.155 1.876
C 0.276 -3.185 2.818
C 0.415 -4.505 2.460
C 0.360 -4.836 1.100
C 0.186 -3.859 0.152
C 0.076 -2.489 0.493
O -0.066 -1.641 -0.489
H -0.731 4.466 2.080
H -0.743 3.567 3.520
H -0.239 -0.755 3.504
H 0.295 -2.911 3.868
H 0.554 -5.268 3.214
H 0.458 -5.870 0.789
H 0.147 -4.099 -0.903
C 1.529 -1.067 -4.757
Si 1.697 -0.270 -3.040
C 2.499 -1.623 -2.012
C 2.962 1.103 -3.318
C 0.125 0.490 -2.391
Si -1.563 0.048 -3.000
C -2.798 -0.084 -1.570
C -2.229 1.404 -4.134
C -1.775 -1.585 -3.923
H 2.523 -1.376 -5.095
H 1.124 -0.377 -5.502
H 0.895 -1.955 -4.737
H 3.482 -1.851 -2.442
H 1.903 -2.539 -2.030
H 2.632 -1.314 -0.976
H 3.884 0.714 -3.760
H 3.205 1.584 -2.366
H 2.561 1.864 -3.993
H 0.253 1.545 -2.686
H -2.852 0.832 -0.973
H -2.540 -0.915 -0.907
H -3.798 -0.282 -1.970
H -2.258 2.359 -3.602
H -3.239 1.183 -4.491
H -1.579 1.530 -5.006
H -1.369 -2.412 -3.333
H -1.286 -1.588 -4.898
H -2.842 -1.774 -4.078
C 2.415 2.043 0.346
O 1.929 0.814 -0.094
H 3.505 1.932 0.419
H 2.048 2.334 1.340
H 2.205 2.870 -0.344

Results
HOMO-LUMO gap   0.263 Eh
Electronic energy   -2023.4605 hartree
Highest occupied orbital energy   -0.158 Eh
Charge   -1
Energy above the lowest of the compared OMol25 structures with the same formula, charge and spin   16.7 kcal/mol

Q: The highest electronic energy belongs to which entry?
A: C16H29IrN3O2SSi2

Q: The lowest charge belongs to which entry?
A: C16H29IrN3O2SSi2